[1]
Entry from the Open Molecules 2025 dataset: C34H36ClN5O4SW as an isolated structure (ωB97M-V/def2-TZVPD).

Last column: Löwdin charge in e.
Atoms and positions in Å:
1 H 3.1092 0.2791 2.8871  0.09
2 N 1.4153 0.0704 0.9029  -0.06
3 C -0.4850 0.9578 4.8270  -0.07
4 H -5.3119 0.2367 -2.1502  0.11
5 H 1.7537 3.5541 -6.0403  0.10
6 W -0.3668 -0.5906 -0.4428  1.92
7 H -2.9338 3.4724 -0.0432  0.13
8 C 0.1537 2.8816 -4.8339  -0.07
9 H -1.9442 1.4012 3.4064  0.11
10 O -2.6731 -2.5587 -2.8906  -0.24
11 S -1.3793 -2.5084 -2.2914  0.41
12 C 4.2343 -1.6817 -0.5006  -0.20
13 O -1.4251 -2.5099 -0.7572  -0.47
14 H 5.2933 -1.9372 -0.4262  0.11
15 H 2.8417 0.4136 5.1283  0.11
16 C -4.7102 -0.0110 -1.2840  -0.05
17 H 3.5289 -1.5109 1.5503  0.11
18 C 2.5027 2.3330 -4.4720  -0.07
19 C 0.9916 -2.3572 -0.2616  -0.63
20 C -0.9068 1.1130 3.5155  -0.01
21 H 3.7138 -2.6408 -0.5188  0.10
22 H 4.7631 -0.3644 1.1025  0.11
23 C -2.7938 -2.0091 3.0298  0.01
24 Cl 0.6592 -3.9667 0.4900  0.62
25 H -2.5650 2.0884 -2.1632  0.10
26 C -2.3127 -1.4399 1.8563  -0.19
27 H 2.6056 -0.9074 -3.4586  0.12
28 C -0.4429 2.3189 -3.7115  -0.01
29 H -1.9501 2.6168 1.9646  0.11
30 O -0.3799 -3.3965 -2.8098  -0.27
31 H -3.8549 -2.0012 3.2273  0.11
32 C 3.9872 -0.9622 -1.8250  -0.18
33 C -3.3364 -0.1103 -1.4177  -0.13
34 N -0.6435 1.4085 -1.4965  -0.05
35 C -0.1532 -2.0465 2.4427  -0.20
36 C -2.4855 2.4766 -0.0799  -0.17
37 C -0.5647 -2.5819 3.6406  -0.03
38 H 4.6177 -1.4267 -2.5878  0.12
39 C 0.0637 1.6044 -2.6079  -0.23
40 C 2.4330 1.4378 -3.4275  -0.01
41 C -3.1585 -0.7953 0.8570  -0.18
42 C -0.2547 0.8468 2.3038  -0.26
43 C -1.9186 -2.5799 3.9279  -0.03
44 H -2.2894 -3.0178 4.8461  0.12
45 H -0.5428 3.3558 -5.5179  0.11
46 H -3.2932 1.7682 0.0659  0.08
47 H -2.8918 0.0505 -2.3875  0.10
48 C 1.1246 0.3645 2.1550  -0.26
49 H -1.4045 3.3094 -1.7006  0.13
50 H 1.0552 -2.6503 -1.2950  -0.04
51 C -5.3144 -0.2305 -0.0510  -0.07
52 C -1.4848 2.3577 1.0163  -0.19
53 N -0.8034 1.0679 1.1121  -0.08
54 C 0.7724 0.6775 5.3258  -0.10
55 C 1.4848 2.9682 -5.1713  -0.11
56 H 0.8891 -2.0281 2.1858  0.08
57 H 0.1680 -3.0099 4.3093  0.12
58 H 3.5112 2.5272 -4.8228  0.11
59 O -0.8063 -1.0313 -2.3314  -0.46
60 H 1.9541 -2.0780 0.1218  -0.03
61 C 3.8522 -0.8502 0.7413  -0.17
62 H 4.3286 0.0731 -1.7485  0.10
63 N -0.9972 -1.4826 1.5677  -0.01
64 C 2.5522 -1.0501 -2.3790  -0.19
65 C 2.8238 0.2802 0.5349  -0.20
66 H 2.2367 -2.0745 -2.2643  0.09
67 H -5.0097 -0.8896 1.9559  0.10
68 H 2.8378 0.6113 -0.4920  0.08
69 N 1.4812 -0.1363 -1.8943  -0.06
70 C -2.5367 -0.4205 -0.3235  -0.21
71 H -0.6986 3.1097 0.8471  0.13
72 H 3.3964 1.0601 -3.1242  0.08
73 H 0.8830 0.6399 6.4021  0.10
74 C -4.5360 -0.6520 1.0116  -0.02
75 H -1.2613 1.1081 5.5705  0.11
76 C 2.0848 0.4200 3.1948  0.00
77 C -1.8045 2.3301 -1.4197  -0.22
78 H -1.5132 2.4465 -3.6902  0.09
79 C 1.9193 0.5106 4.5638  -0.07
80 C 1.3488 0.9242 -2.6570  -0.24
81 H -6.3844 -0.1218 0.0671  0.10
82 H 3.1510 1.1459 1.1134  0.12

Results
- Multiplicity: 1
- Net charge: 0
- ΔE to the lowest compared entry with this formula, charge and spin: 2.342 eV
- Largest force on an atom: 1.99 eV/Å
- E_LUMO: -0.4 eV


[2]
Entry from the Open Molecules 2025 dataset: one molecule with the formula C3H7N3O2 (ωB97M-V/def2-TZVPD).

Last column: Löwdin charge in e.
Atoms and positions in Å:
1 H -1.6930 -0.1054 0.2262  0.16
2 N -0.7324 0.2266 0.2993  0.06
3 O 2.1215 -1.2315 0.4126  0.02
4 C -0.7534 1.1143 -1.9876  0.02
5 O 1.2064 0.8506 -0.5812  0.05
6 C -0.0641 0.7559 -0.7167  -0.41
7 N -0.5699 -1.5179 1.7263  0.02
8 C 1.6590 -0.1818 0.7501  -0.32
9 H -0.5459 -1.5858 2.7374  0.07
10 H 2.1480 0.5842 1.3565  0.13
11 H -0.3432 2.0440 -2.3837  0.09
12 H -1.8231 1.2524 -1.8387  0.08
13 H 0.0010 -2.2750 1.3468  0.07
14 H -0.6012 0.3256 -2.7270  0.10
15 N -0.0097 -0.2561 1.3797  -0.14

Results
- Multiplicity: 1
- Net charge: 0
- ΔE to the lowest compared entry with this formula, charge and spin: 4.040 eV
- Largest force on an atom: 1.86 eV/Å
- E_LUMO: 0.8 eV


[3]
Entry from the Open Molecules 2025 dataset: a 2-piece molecular cluster, C4H9O2S overall (ωB97M-V/def2-TZVPD).

Last column: Löwdin charge in e.
Atoms and positions in Å:
1 S 1.6390 1.3233 0.7386  0.67
2 H 1.1110 2.4041 -1.2855  0.07
3 H 1.1081 -0.9910 0.8243  0.07
4 C 0.9862 1.1956 -1.0238  -0.39
5 O -2.2155 -1.3159 -1.9172  -0.10
6 H -1.9357 -0.6194 1.1100  0.00
7 H 1.7585 0.5799 -1.5601  0.03
8 H -0.0125 0.8921 -1.3128  -0.01
9 C 1.7764 -0.2538 1.4367  -0.52
10 C -1.5314 -1.2413 -0.8872  -0.80
11 H 1.3054 -0.0874 2.3959  0.00
12 O -0.6127 -2.0770 -0.6501  -0.12
13 H 2.8204 -0.5746 1.6923  0.03
14 H -2.9474 0.2097 0.0484  0.08
15 C -1.9029 -0.1926 0.2091  -0.05
16 H -1.3470 0.7482 0.1813  0.03

Results
- Multiplicity: 1
- Net charge: -1
- ΔE to the lowest compared entry with this formula, charge and spin: 1.798 eV
- Largest force on an atom: 4.88 eV/Å
- E_LUMO: 3.2 eV